Formula: C2H3IO2S
Source: OMol25
Level of theory: the ωB97M-V functional and the def2-TZVPD basis

ΔE to the lowest compared entry with this formula, charge and spin in eV: 2.260
Lowest unoccupied orbital energy (spin up / spin down) in eV: 0.458 / -4.045
Multiplicity: 3
<S²>: 2.007

Geometry (Å):
I (-2.5494, -1.1846, 0.1881)
O (-1.3203, 1.4019, 1.3169)
H (1.1328, 0.1789, -1.3992)
C (0.7219, -0.2714, 0.4842)
C (1.4391, -0.4908, -0.6009)
S (-0.9863, 0.6898, 0.1286)
H (0.5195, -0.6395, 1.4606)
H (2.3268, -0.9668, -0.4088)
O (-1.2841, 1.2827, -1.1696)

Formula: C2H3IOS
Source: OMol25
Level of theory: the ωB97M-V functional and the def2-TZVPD basis

ΔE to the lowest compared entry with this formula, charge and spin in eV: 3.002
Lowest unoccupied orbital energy (spin up / spin down) in eV: -1.378 / -2.672

Geometry (Å):
H (-0.8293, 0.5528, 0.6664)
O (1.1343, -0.4084, 0.5535)
H (1.2896, -1.3395, 0.4056)
I (-4.0473, 0.2371, -0.0698)
S (-1.1668, -2.7876, -0.0399)
C (-1.0662, -1.2437, -0.0837)
H (0.0949, 0.4896, -0.9249)
C (-0.1278, -0.1391, 0.0288)

Formula: C2H3ISi
Source: OMol25
Level of theory: the ωB97M-V functional and the def2-TZVPD basis

ΔE to the lowest compared entry with this formula, charge and spin in eV: 4.323
Lowest unoccupied orbital energy (spin up / spin down) in eV: -1.810 / -1.268
Multiplicity: 3
<S²>: 2.053

Geometry (Å):
H (-1.6476, 0.9613, -0.2237)
C (1.6460, 0.6819, 1.3322)
I (2.5400, 0.3306, -0.3599)
Si (-0.8552, -0.2039, -0.2290)
H (-0.5073, -0.6846, 1.2377)
C (0.6237, 0.1659, -1.3207)
H (-1.7994, -1.2511, -0.4367)

Formula: C2H3InO2
Source: OMol25
Level of theory: the ωB97M-V functional and the def2-TZVPD basis

ΔE to the lowest compared entry with this formula, charge and spin in eV: 5.516
Lowest unoccupied orbital energy (spin up / spin down) in eV: -7.525 / -6.921
Multiplicity: 2
<S²>: 1.382
Net charge: +1

Geometry (Å):
In (-1.2228, 1.0701, 0.6256)
O (-1.1767, -0.5865, 1.3392)
H (2.7657, -1.1095, -0.7579)
C (2.2090, -0.1731, -0.8387)
H (2.6291, 0.4727, -1.6138)
H (2.1289, 0.3353, 0.1274)
C (-0.1802, -0.1298, -0.7582)
O (0.8609, -0.5601, -1.2859)

Formula: C2H3LiO
Source: OMol25
Level of theory: the ωB97M-V functional and the def2-TZVPD basis

Lowest unoccupied orbital energy (spin up / spin down) in eV: 3.433 / 4.185
Multiplicity: 2
<S²>: 0.750
Net charge: -1

Geometry (Å):
H (1.2827, -0.6970, -1.4191)
C (0.3709, 0.0819, 0.3344)
Li (-2.1244, 1.1280, 1.5834)
O (-0.6273, 0.3448, 1.1165)
H (1.3290, 0.6091, 0.5582)
C (0.3485, -0.5299, -0.8801)
H (-0.5793, -0.9370, -1.2933)

Formula: C2H3LiOTb
Source: OMol25
Level of theory: the ωB97M-V functional and the def2-TZVPD basis

ΔE to the lowest compared entry with this formula, charge and spin in eV: 0.274
Lowest unoccupied orbital energy (spin up / spin down) in eV: -10.176 / -10.197
Multiplicity: 8
<S²>: 15.891
Net charge: +2

Geometry (Å):
Li (-1.8139, 0.0242, 1.0140)
Tb (1.3228, 1.3240, 0.0695)
C (0.6895, -0.9538, 1.0908)
O (-0.7204, 0.3700, -0.6586)
H (0.2636, -1.1072, 2.0969)
C (0.0262, -0.7297, -0.7759)
H (1.4802, -1.7186, 1.1429)
H (-0.0584, -1.2436, -1.7501)

Formula: C2H3LiOYb
Source: OMol25
Level of theory: the ωB97M-V functional and the def2-TZVPD basis

ΔE to the lowest compared entry with this formula, charge and spin in eV: 2.377
Lowest unoccupied orbital energy (spin up / spin down) in eV: -3.975 / -5.582
Multiplicity: 2
<S²>: 0.773
Net charge: +1

Geometry (Å):
Li (1.1957, 2.4640, 0.5758)
Yb (0.9059, 2.8995, -3.1514)
H (0.1566, 0.9834, 0.4882)
O (1.1270, -2.4019, 0.6083)
C (0.2030, -1.7072, 0.3761)
C (-0.7121, -0.7749, 0.3582)
H (-1.5326, -0.7905, 1.2568)
H (-1.3435, -0.6724, -0.5119)

Formula: C2H3MnO2
Source: OMol25
Level of theory: the ωB97M-V functional and the def2-TZVPD basis

ΔE to the lowest compared entry with this formula, charge and spin in eV: 0.000
Lowest unoccupied orbital energy (spin up / spin down) in eV: -6.894 / -6.904
Multiplicity: 6
<S²>: 8.767
Net charge: +1

Geometry (Å):
H (-1.9935, -1.0087, -0.7532)
H (-1.4217, -2.4396, 0.1908)
Mn (1.5988, 1.2206, 0.6176)
C (0.2775, 0.2421, -0.4948)
O (-0.4340, 1.1808, -0.0781)
O (-0.0185, -0.9961, -0.0595)
C (-1.4027, -1.3484, 0.1049)
H (-1.8312, -0.8989, 1.0078)

Formula: C2H3N2O2
Source: OMol25
Level of theory: the ωB97M-V functional and the def2-TZVPD basis

ΔE to the lowest compared entry with this formula, charge and spin in eV: 5.436
Lowest unoccupied orbital energy (spin up / spin down) in eV: 4.758 / 4.758
Net charge: -1

Geometry (Å):
H (0.3026, 0.6817, -1.0364)
H (1.0975, 0.6423, 0.6324)
N (-1.7155, -0.6146, 1.1963)
N (-1.1703, 1.7833, 1.3803)
C (0.0668, 0.5401, 0.1331)
H (-0.7789, -1.5440, -0.2769)
O (-2.0847, 0.5271, 1.8275)
O (-1.7548, 2.5518, 0.6645)
C (-0.7556, -0.5898, 0.3512)

Formula: C2H3N2O2
Source: OMol25
Level of theory: the ωB97M-V functional and the def2-TZVPD basis

ΔE to the lowest compared entry with this formula, charge and spin in eV: 4.899
Lowest unoccupied orbital energy in eV: -7.757
Net charge: +1

Geometry (Å):
H (-0.4239, -0.5720, -2.0693)
O (-1.9962, 1.1406, -0.0362)
N (-1.0901, 0.6239, -0.4563)
H (0.7694, 0.0120, -0.7700)
N (-0.3537, 0.7465, 1.7122)
C (-0.2877, -0.0337, -1.0611)
C (-0.5942, 1.9226, 2.0257)
H (-0.0396, 0.0705, 2.4706)
O (-0.7618, 3.0340, 2.0176)

Formula: C2H3N2O2P
Source: OMol25
Level of theory: the ωB97M-V functional and the def2-TZVPD basis

ΔE to the lowest compared entry with this formula, charge and spin in eV: 0.353
Lowest unoccupied orbital energy in eV: 0.508
Structure (SMILES): O=C=NC(=O)NP

Geometry (Å):
H (-0.1007, -1.3955, 0.5942)
O (-2.4713, 2.0460, -0.1849)
H (-0.1143, 1.5823, -0.3806)
N (-2.7223, -0.2305, -0.1233)
C (-3.8753, -0.5414, 0.0310)
H (1.4063, -0.2955, -0.1503)
O (-4.9051, -1.0303, 0.1772)
N (-0.6383, 0.7237, -0.2589)
C (-1.9741, 0.9515, -0.2060)
P (0.1857, -0.7737, -0.6324)

Formula: C2H3N2O2S
Source: OMol25
Level of theory: the ωB97M-V functional and the def2-TZVPD basis

ΔE to the lowest compared entry with this formula, charge and spin in eV: 6.398
Lowest unoccupied orbital energy (spin up / spin down) in eV: 3.233 / 3.222
Net charge: -1

Geometry (Å):
O (1.4560, -1.5471, -1.0023)
H (-0.3551, 1.8693, -0.3105)
N (-1.6668, 0.2931, 0.2166)
C (-0.9306, 0.8506, -0.7360)
O (-3.2763, -0.9430, 0.9378)
N (-2.4170, -0.7514, 0.0138)
H (-1.7042, 0.8697, 1.0527)
H (2.3432, -1.9992, -0.6731)
S (2.3618, -0.1414, 0.9091)
C (1.2227, -0.5133, -0.1980)

Formula: C2H3N2O4S
Source: OMol25
Level of theory: the ωB97M-V functional and the def2-TZVPD basis

ΔE to the lowest compared entry with this formula, charge and spin in eV: 1.929
Lowest unoccupied orbital energy in eV: 3.878
Net charge: -1

Geometry (Å):
H (0.1046, -1.5408, -0.1148)
C (-0.0147, 0.3748, -0.8480)
N (0.9233, -1.2641, -0.6027)
O (-2.2725, 1.2511, -0.1794)
S (-1.4924, 0.0052, 0.0927)
N (0.6747, 1.1413, -0.0072)
C (1.5327, 0.5368, 0.6844)
O (-1.0500, -0.1364, 1.4974)
H (1.9832, 0.9844, 1.5258)
O (-2.0700, -1.1877, -0.5415)
H (-0.1940, 0.5746, -1.8626)
O (1.8752, -0.7393, 0.3560)

Formula: C2H3N2O5S
Source: OMol25
Level of theory: the ωB97M-V functional and the def2-TZVPD basis

ΔE to the lowest compared entry with this formula, charge and spin in eV: 0.000
Lowest unoccupied orbital energy in eV: 3.193
Net charge: -1

Geometry (Å):
O (-1.5427, 0.7289, 0.0340)
C (0.0343, -1.6297, 0.7119)
H (0.0868, 2.7373, 0.1946)
O (0.0789, 4.1767, -1.2206)
N (0.6762, -2.4862, 1.6134)
N (0.7242, -0.5526, 0.4011)
O (-1.0915, -1.8821, 0.2719)
O (-0.1158, 2.0079, -1.6695)
O (-0.5070, -0.5038, -1.9158)
C (0.0170, 3.0116, -0.8954)
H (1.6701, -2.3193, 1.6522)
H (0.4077, -3.4473, 1.4812)
S (-0.4382, 0.1587, -0.6589)

Formula: C2H3N2P
Source: OMol25
Level of theory: the ωB97M-V functional and the def2-TZVPD basis

ΔE to the lowest compared entry with this formula, charge and spin in eV: 3.463
Lowest unoccupied orbital energy in eV: -1.224
Structure (SMILES): C1=NN=[PH]=C1

Geometry (Å):
N (-1.4559, 0.6581, -0.1937)
N (-1.6739, -0.5773, -0.1435)
H (0.0443, 2.1935, 0.1018)
C (0.7027, -0.0677, 0.1411)
C (-0.1402, 1.0451, 0.0179)
P (-0.2288, -1.5752, 0.0871)
H (1.0438, -1.7699, -0.3315)
H (1.7081, 0.0934, 0.3209)

Formula: C2H3N3
Source: OMol25
Level of theory: the ωB97M-V functional and the def2-TZVPD basis

ΔE to the lowest compared entry with this formula, charge and spin in eV: 1.714
Lowest unoccupied orbital energy in eV: -0.119
Structure (SMILES): [H]/N=C(/N)C#N

Geometry (Å):
H (-1.7684, -0.6652, 0.3557)
H (0.2502, 1.9513, 0.3812)
C (-0.0600, 0.2335, -0.2495)
H (-0.7471, -1.9479, -0.3280)
C (1.2825, -0.0271, -0.0888)
N (-0.6152, 1.3957, -0.0900)
N (2.4801, -0.0404, -0.0052)
N (-0.8220, -0.8999, 0.0246)

Formula: C2H3N3
Source: OMol25
Level of theory: the ωB97M-V functional and the def2-TZVPD basis

ΔE to the lowest compared entry with this formula, charge and spin in eV: 0.919
Lowest unoccupied orbital energy in eV: 0.735
Structure (SMILES): c1nnc[nH]1

Geometry (Å):
H (1.6330, -0.1289, -0.1633)
H (0.4113, -1.9855, 0.0179)
N (-1.3808, -0.7183, 0.0357)
N (-1.3657, 0.6326, 0.0029)
H (0.2842, 2.1473, -0.0580)
N (0.7099, 0.0008, 0.0017)
C (-0.1713, 1.0955, 0.0892)
C (-0.1206, -1.0435, 0.0738)

Formula: C2H3N3O
Source: OMol25
Level of theory: the ωB97M-V functional and the def2-TZVPD basis

ΔE to the lowest compared entry with this formula, charge and spin in eV: 4.541
Lowest unoccupied orbital energy in eV: -0.128
Structure (SMILES): CN=C=NN=O

Geometry (Å):
H (2.0393, 0.3821, 1.5170)
C (1.3697, -0.1593, 0.8627)
H (0.9141, -1.0090, 1.3807)
N (-1.1806, -0.5880, -0.9865)
N (-2.3268, -0.0982, -1.5688)
H (1.8942, -0.5263, -0.0251)
N (0.2933, 0.7510, 0.4235)
O (-2.5129, 1.0672, -1.3215)
C (-0.4903, 0.1805, -0.2821)

Formula: C2H3N3O
Source: OMol25
Level of theory: the ωB97M-V functional and the def2-TZVPD basis

ΔE to the lowest compared entry with this formula, charge and spin in eV: 5.792
Lowest unoccupied orbital energy (spin up / spin down) in eV: 0.591 / 0.591

Geometry (Å):
H (-2.1140, -0.9824, 1.0789)
H (0.1201, 2.3442, -0.5324)
N (0.7929, -0.2165, -0.2623)
H (1.9602, -1.5632, -1.3428)
O (1.9378, -0.6846, -0.8109)
C (-1.1558, -0.4379, 0.7685)
C (-0.3016, 1.6379, 0.2054)
N (-0.1261, -1.0191, 0.1840)
N (-1.1134, 0.9216, 0.7115)

Formula: C2H3N3O
Source: OMol25
Level of theory: the ωB97M-V functional and the def2-TZVPD basis

ΔE to the lowest compared entry with this formula, charge and spin in eV: 1.531
Lowest unoccupied orbital energy in eV: 0.560

Geometry (Å):
H (-0.9732, -0.1887, -1.4989)
H (-0.5155, -1.4809, 1.0584)
N (0.4265, -1.3133, 0.7413)
H (1.1821, -1.7147, 1.2779)
N (-1.2598, 2.6346, -0.3509)
C (0.7033, -0.1765, 0.0323)
O (1.8145, 0.3085, -0.0444)
N (-0.8755, 1.5809, -0.5274)
C (-0.5025, 0.3501, -0.6884)